Record 1
Molecular formula: C16H31NP2Ti
Method: DFT, wB97M-V/def2-TZVPD

## Properties
* spin multiplicity: 3
* largest force on an atom: 3.8 eV/Å
* E_HOMO (alpha / beta): -7.88 / -7.87 eV
* ΔE to the lowest compared entry with this formula, charge and spin: 0.0 kcal/mol
* calculated total energy: -60273.2981 eV

Geometry as XYZ:
```
51
Properties=species:S:1:pos:R:3:forces:R:3
P 0.191 -1.407 -6.627 -0.1 -0.1 0.0
P 0.014 1.807 -6.514 0.0 0.1 0.0
C -0.209 -0.472 -8.191 0.1 -0.2 0.2
C 0.290 0.978 -8.163 -0.1 0.2 0.2
H -1.303 -0.510 -8.306 0.3 0.1 0.0
H 0.245 -1.021 -9.029 -0.3 0.1 0.0
H 1.371 1.026 -8.360 -0.3 -0.1 0.0
H -0.226 1.580 -8.925 0.3 -0.1 0.0
C -1.584 2.655 -6.858 0.0 0.1 -0.2
H -1.791 3.348 -6.032 -0.1 -0.1 -0.2
H -2.391 1.912 -6.906 0.1 0.2 0.0
H -1.535 3.217 -7.810 -0.1 -0.2 0.4
C 1.157 3.229 -6.717 0.0 0.2 -0.3
H 0.971 3.759 -7.671 0.2 -0.1 0.4
H 2.191 2.856 -6.695 -0.3 0.2 0.0
H 1.009 3.917 -5.874 0.1 -0.1 -0.3
C -0.962 -2.819 -6.839 0.0 -0.2 -0.3
H -0.749 -3.561 -6.056 -0.1 0.1 -0.3
H -0.847 -3.284 -7.837 -0.2 0.1 0.5
H -1.991 -2.455 -6.713 0.2 -0.2 0.0
C 1.759 -2.220 -7.145 0.0 -0.1 -0.2
H 2.558 -1.469 -7.204 -0.1 -0.2 0.0
H 1.640 -2.717 -8.127 0.2 0.2 0.4
H 2.029 -2.964 -6.385 0.1 0.1 -0.2
Ti -0.012 -0.026 0.008 0.1 -0.3 3.8
C 0.673 1.577 -1.469 -0.2 0.8 0.0
C -0.715 1.511 -1.557 0.4 0.6 -0.2
C -1.480 0.761 -2.621 -0.8 -0.4 -0.9
C -1.879 -0.710 -2.246 -0.1 0.4 -0.6
C -0.821 -1.482 -1.496 0.3 -0.8 -0.3
C 0.549 -1.403 -1.709 -0.5 -0.6 -0.3
C 1.212 -0.585 -2.791 0.5 0.2 -0.9
C 1.649 0.862 -2.374 0.2 -0.6 -0.7
C 0.078 -1.770 1.404 2.0 0.0 -0.2
H 1.132 2.371 -0.840 -0.5 -0.6 -0.2
H -1.332 2.218 -0.974 0.6 -0.3 -0.1
H -0.965 0.772 -3.602 0.0 0.0 0.6
H -2.430 1.297 -2.826 0.5 -0.2 0.2
H -2.833 -0.694 -1.689 0.5 0.0 0.1
H -2.124 -1.261 -3.173 0.1 0.2 0.2
H -1.219 -2.296 -0.863 0.5 0.5 -0.2
H 1.218 -2.129 -1.215 -0.6 0.3 -0.1
H 0.594 -0.556 -3.709 0.1 0.1 0.6
H 2.123 -1.126 -3.123 -0.4 0.3 0.3
H 2.656 0.802 -1.923 -0.5 0.1 0.2
H 1.813 1.444 -3.303 -0.2 -0.1 0.3
H 0.809 -1.764 2.267 -0.6 0.5 -1.0
H 0.434 -2.625 0.806 -0.8 -0.3 0.2
H -0.877 -1.882 1.894 -0.5 -0.4 -0.1
N 0.000 0.559 3.315 -0.3 0.9 -2.1
C -0.088 0.752 2.157 0.2 -0.3 1.4
```
Positions in Å, forces in eV/Å.

Record 2
Molecular formula: C8H35N16O9
Method: DFT, wB97M-V/def2-TZVPD

## Properties
* largest force on an atom: 9.7 eV/Å
* E_HOMO: -10.79 eV
* ΔE to the lowest compared entry with this formula, charge and spin: 131.3 kcal/mol
* net charge: +1
* calculated total energy: -51131.2857 eV

Geometry as XYZ:
```
68
Properties=species:S:1:pos:R:3:forces:R:3
O 0.142 -0.165 0.267 0.4 -0.3 -1.2
H -0.326 -0.865 0.727 -1.1 -1.3 0.8
H 1.058 -0.253 0.541 1.4 -0.3 0.1
H -0.138 0.717 0.523 -0.4 1.3 0.4
C -1.347 -3.309 1.793 1.4 2.0 -4.5
O -0.771 -2.447 1.133 0.3 -0.3 -1.1
N -1.779 -3.058 2.950 -2.0 1.3 8.4
N -1.764 -4.481 1.386 0.2 -2.6 -2.0
H -1.658 -3.800 3.625 -0.5 0.0 0.1
H -1.735 -2.160 3.410 0.7 0.0 -0.7
H -1.665 -4.689 0.402 0.1 -0.4 0.3
H -2.203 -5.105 2.047 -0.1 0.1 -0.7
C 0.142 2.536 2.641 -0.1 -3.9 -3.1
O 0.640 1.888 1.721 1.3 0.2 -0.7
N 0.509 3.692 3.043 1.7 5.7 1.4
N -0.879 2.028 3.275 -2.2 0.1 2.2
H -0.076 4.256 3.644 0.0 -0.5 0.2
H 1.075 4.328 2.500 0.2 -0.8 -0.4
H -1.278 2.723 3.890 -0.9 -1.2 0.4
H -1.200 1.084 3.118 -0.1 0.4 0.0
C -3.553 0.152 1.488 2.3 3.2 0.0
O -2.368 -0.004 1.322 2.0 -1.0 -0.8
N -4.207 1.152 0.884 -0.9 0.7 -1.7
N -4.190 -0.271 2.545 -2.6 -2.3 1.8
H -5.199 1.275 1.029 0.4 0.4 -0.2
H -3.651 1.787 0.329 -0.4 -0.2 0.0
H -5.149 -0.303 2.231 -0.7 -0.6 1.3
H -3.831 -1.113 2.972 -0.3 -0.1 -0.1
C -0.951 2.193 -2.327 -1.7 1.7 -4.5
O -0.771 2.043 -1.216 1.6 -1.5 9.4
N -1.910 2.959 -2.772 -4.7 3.2 -0.6
N -0.335 1.639 -3.294 4.3 -2.9 -4.1
H -2.478 3.338 -2.028 0.0 0.4 -0.4
H -1.968 3.396 -3.681 0.1 -0.2 0.3
H -0.455 1.963 -4.244 0.0 -0.1 0.3
H 0.599 1.345 -3.048 0.1 -0.5 -0.2
C 4.479 2.209 -1.342 -2.7 2.6 2.5
O 4.969 2.170 -2.400 1.9 -2.2 -4.9
N 3.315 1.785 -0.854 -1.6 -2.6 -0.1
N 4.827 3.188 -0.520 2.9 2.9 2.5
H 3.163 2.013 0.118 -0.7 -0.6 -0.5
H 2.826 1.043 -1.334 -0.3 -0.4 0.4
H 4.499 3.218 0.434 0.5 0.5 -0.4
H 5.549 3.797 -0.877 0.0 -0.1 0.7
C 3.325 -1.807 2.108 -3.2 1.3 0.0
O 2.391 -1.384 1.460 -0.6 1.0 -2.2
N 4.457 -1.266 2.399 4.3 3.7 -1.0
N 3.174 -2.775 2.925 -1.0 -6.2 3.9
H 4.881 -1.521 3.280 0.3 0.7 -0.6
H 4.610 -0.361 1.979 0.5 -0.1 0.4
H 3.969 -2.997 3.506 -0.5 -0.6 -0.1
H 2.417 -3.443 2.956 0.0 0.5 -0.4
C -2.857 -1.171 -2.767 1.8 -4.7 -0.1
O -2.354 -2.285 -3.022 0.5 0.7 1.0
N -2.907 -0.523 -1.646 0.5 1.1 3.5
N -3.527 -0.579 -3.672 -2.7 2.6 -4.7
H -3.254 0.422 -1.725 0.4 -0.3 0.9
H -2.484 -0.890 -0.805 0.0 0.4 -0.1
H -3.931 0.327 -3.486 0.0 -0.3 -0.7
H -3.433 -0.952 -4.606 -0.3 0.4 0.1
C 1.905 -1.209 -2.723 0.2 0.5 0.4
O 1.775 -0.253 -1.939 -0.1 -0.8 -0.7
N 3.077 -1.657 -3.193 1.5 -0.3 -0.6
N 0.880 -1.949 -3.176 -1.5 0.4 0.1
H 3.967 -1.237 -2.966 -0.4 0.2 0.0
H 3.041 -2.222 -4.030 0.3 0.0 0.3
H -0.029 -1.569 -2.957 -0.2 -0.4 -0.2
H 0.951 -2.592 -3.952 0.0 0.2 0.3
```
Positions in Å, forces in eV/Å.

Record 3
Molecular formula: C6H10P2
Method: DFT, wB97M-V/def2-TZVPD

## Properties
* largest force on an atom: 5.6 eV/Å
* E_HOMO (alpha / beta): -7.61 / -6.56 eV
* ΔE to the lowest compared entry with this formula, charge and spin: 120.6 kcal/mol
* calculated total energy: -24954.2905 eV

Geometry as XYZ:
```
18
Properties=species:S:1:pos:R:3:forces:R:3
C 1.316 -0.031 -0.201 0.4 -1.3 -0.2
C -1.780 0.963 -0.241 -0.2 -1.1 0.7
C 1.132 -1.257 -0.047 -0.9 2.2 -0.6
C 1.537 1.348 -0.561 -0.5 -0.1 5.5
C -2.361 2.219 0.206 0.9 -0.6 -0.1
C 1.665 -2.489 0.465 1.4 -2.9 -0.9
P -2.447 -0.479 -0.539 -0.2 0.0 -0.2
P -0.867 -1.908 -0.563 0.7 -1.3 -0.3
H -0.991 -2.122 0.822 -0.3 -0.1 0.1
H 1.166 1.518 -1.465 -1.4 1.0 -4.0
H 2.597 1.571 -0.482 0.0 0.5 0.1
H 0.840 1.903 0.208 1.8 -0.3 -1.4
H -1.900 2.398 1.211 -0.9 0.5 -0.8
H -3.446 2.166 0.103 -0.1 0.3 0.7
H -1.982 2.820 -0.589 0.1 1.8 0.0
H 2.576 -2.442 1.056 -0.3 0.7 0.6
H 2.097 -3.170 -0.362 -1.3 0.9 0.8
H 0.849 -3.009 0.981 0.7 -0.3 0.1
```
Positions in Å, forces in eV/Å.

Record 4
Molecular formula: BrHf
Method: DFT, wB97M-V/def2-TZVPD

## Properties
* largest force on an atom: 18.0 eV/Å
* E_HOMO: -31.86 eV
* ΔE to the lowest compared entry with this formula, charge and spin: 53.7 kcal/mol
* net charge: +3
* calculated total energy: -71302.3490 eV

Geometry as XYZ:
```
2
Properties=species:S:1:pos:R:3:forces:R:3
Hf -0.346 -0.866 -0.295 -6.4 -16.0 -5.4
Br 0.346 0.866 0.295 6.4 16.0 5.4
```
Positions in Å, forces in eV/Å.

Record 5
Molecular formula: C6H11N
Method: DFT, wB97M-V/def2-TZVPD

## Properties
* largest force on an atom: 2.4 eV/Å
* E_HOMO: -7.52 eV
* ΔE to the lowest compared entry with this formula, charge and spin: 52.8 kcal/mol
* SMILES: C=C/C(=C\N)CC
* calculated total energy: -7888.2423 eV

Geometry as XYZ:
```
18
Properties=species:S:1:pos:R:3:forces:R:3
C 1.816 -1.313 1.046 -0.2 -1.2 -0.3
C 0.562 -0.468 1.301 1.8 0.9 0.0
N -0.734 2.400 -0.709 1.2 0.2 0.1
C 0.157 1.545 -0.041 -1.3 -0.8 -1.9
C -0.052 0.199 0.079 0.3 1.0 0.9
C -1.063 -0.497 -0.734 -0.4 0.2 1.8
C -1.019 -1.802 -1.026 -0.2 2.2 -0.3
H 1.818 -1.739 0.038 0.0 0.1 0.0
H 2.775 -0.797 1.171 -0.4 0.1 0.0
H 1.810 -2.185 1.699 0.3 0.0 0.2
H -0.128 -0.936 2.009 -0.3 -0.3 -0.8
H 0.941 0.351 1.917 -0.2 0.2 0.0
H -0.231 3.096 -1.242 -0.5 0.1 -0.1
H -1.520 2.003 -1.183 -0.1 -0.1 -0.2
H 1.105 2.056 0.054 0.1 -0.1 1.4
H -1.997 0.069 -0.808 0.0 -0.4 -0.5
H -1.957 -2.129 -1.441 0.4 -1.2 -0.3
H -0.038 -2.244 -0.934 -0.5 -1.0 0.0
```
Positions in Å, forces in eV/Å.